73
Properties=species:S:1:pos:R:3 method="wB97M-V/def2-TZVPD" charge=+1 spin_multiplicity=2 orbital_gap_ev="7.6 / 7.7" e_homo_ev="-11.15 / -11.13" s2=0.783
H 2.3688 2.5035 -5.7064
C 3.3621 1.0207 -3.6063
N -2.5528 3.2193 -2.4496
H -0.3447 -1.0921 -5.6981
H -4.9496 -3.1620 5.0853
C -3.3377 -1.0196 3.0314
H 0.7946 -4.2176 5.2559
C -2.5600 -4.0653 5.9922
H -0.7718 -2.2436 -3.6612
H -3.7713 1.5204 -2.3173
H 0.9163 3.0334 -4.8442
H 0.6399 2.3901 0.6337
H 0.9035 5.0989 -0.9459
O 1.1537 0.6185 -1.5867
H -1.1050 2.6265 0.9101
H 0.6096 4.3489 -2.5206
H 0.4436 -3.7664 7.6955
H -1.2923 -5.2618 4.7503
H 3.3016 0.1386 -2.9729
N 0.1878 -0.3982 -3.7998
H -3.3138 5.0703 -3.0196
C 0.2137 -3.0205 6.9353
C -1.2216 -4.7332 5.7043
C -2.8271 -2.9923 4.9693
O 2.6319 -0.6127 2.9239
H 0.3635 0.5257 -5.6724
H 3.9563 1.7780 -3.0908
C -4.3543 -1.6875 3.6454
C -4.1127 -2.6604 4.6162
H -0.0642 -1.6826 -2.1537
O -0.3340 2.0717 -3.0887
F -5.6234 -1.4181 3.3160
C 1.9481 2.7171 -4.7219
H -2.1499 4.3936 -4.1716
H -1.5935 5.0734 -2.6209
C 0.7652 4.1499 -1.4630
C -2.0159 -1.3485 3.3656
P -1.2854 2.4321 -1.8110
O -1.1937 0.2669 1.8443
F -0.8058 -1.9499 0.1495
H -0.6255 -2.4156 7.2797
C 0.3551 -1.1129 2.9873
N -0.4398 -2.6877 4.5908
C -0.2023 3.0839 0.5129
C -0.3131 -0.1505 -5.1520
C -3.7256 2.4510 -2.8755
H -3.6988 2.2306 -3.9467
O 1.4318 -0.0028 1.1460
Ru -0.2483 -0.1364 0.0054
H -4.6229 3.0314 -2.6618
C -0.6117 -1.3648 -3.0383
H -3.5260 -0.2701 2.2770
H 1.5589 -2.4018 4.1622
H 0.0135 3.9807 1.0925
H -3.3582 -4.8059 5.9559
C 0.5477 -2.0876 3.9358
C -0.9328 -0.6804 2.6768
N -0.3984 3.4641 -0.8937
C -0.1012 -3.7077 5.6110
C -1.7541 -2.3419 4.3238
C -2.3848 4.5081 -3.1090
H -2.5731 -3.6278 6.9937
C 1.5845 -0.5481 2.3250
H 1.0799 -2.3677 6.8256
H 2.5229 3.5342 -4.2774
H 3.8618 0.7562 -4.5390
N 2.0146 1.5229 -3.8898
O -1.7232 1.1826 -1.1137
P 0.7948 0.9091 -3.0127
H -0.9769 -5.4641 6.4737
H 1.6740 3.5501 -1.3457
H -1.5886 -0.9671 -2.7436
H -1.3186 0.2824 -5.1447

***

33
Properties=species:S:1:pos:R:3 method="wB97M-V/def2-TZVPD" charge=-1 spin_multiplicity=3 orbital_gap_ev="2.5 / 7.0" e_homo_ev="0.65 / -4.88" s2=2.008
C 1.2739 2.0986 -1.4319
N 0.3412 -1.8305 0.0783
H -0.6810 4.3851 -1.7718
H -1.1768 1.8341 -1.6080
H 0.8451 1.8405 -2.4067
C -0.2627 -4.7025 1.9650
H -2.0895 3.6415 -0.0406
H -0.7299 3.2926 1.0397
Au -1.5114 -0.6193 0.2805
H -0.0802 -5.7771 2.0330
C -0.9567 1.8278 -0.5164
H -0.0123 -4.2335 2.9265
C 0.4689 -2.9406 0.4653
H 1.6115 -5.9641 0.8349
H 1.5452 -5.1047 -0.7457
H -1.3170 -4.5025 1.7375
C 0.4464 1.3349 -0.3732
C 1.2366 3.6126 -1.2020
H 2.6299 -4.5205 0.5336
H -2.5136 1.5878 1.0744
N 0.5741 -4.1626 0.8766
H 2.2948 1.7055 -1.4759
Cl 1.1874 1.6911 1.2240
C -0.1372 4.1760 -0.8407
H -0.0079 5.1243 -0.3175
H 1.9613 3.8889 -0.4320
H 1.5756 4.0998 -2.1142
Cl -2.4919 -2.6716 0.8715
C -2.2122 1.1549 0.1232
H 0.5577 0.2552 -0.4797
C 1.6569 -4.9905 0.3410
C -1.0435 3.2828 -0.0084
H -2.9830 1.1862 -0.6402

***

86
Properties=species:S:1:pos:R:3 method="wB97M-V/def2-TZVPD" charge=-2 orbital_gap_ev=4.1 e_homo_ev=-0.74
C 2.1437 3.6393 2.6481
O 1.3090 -0.4741 5.2025
C 2.6423 -2.6674 0.8833
H 1.9348 2.4766 -2.9317
H -6.3703 3.1565 -0.2525
H -0.4975 3.8857 -2.5685
H 2.5512 -3.6771 -7.2366
C 1.7373 -1.5290 -4.7397
C 1.8547 -2.0429 -6.0249
C 2.0648 -1.6202 -2.2523
C 2.4594 -3.2736 -6.2338
C -4.4478 0.3839 0.0184
C -2.4776 2.2488 -0.2027
H -4.4487 -4.7942 1.3628
N 2.4739 -1.7811 -0.0263
C 1.7989 3.7698 1.1955
H 3.0289 -4.6291 4.9919
H -0.0608 5.5524 -2.2532
C 2.5061 -2.5351 2.3369
H -8.0057 1.4640 -0.3032
H -0.1228 0.8989 5.5018
C -3.7991 2.6717 -0.1344
O -7.0966 1.2192 -0.4989
C -0.3299 4.6057 -1.7576
H 0.2386 -2.8621 0.2774
H -1.6567 2.9509 -0.2855
H 2.2993 4.1851 -3.1448
H 1.2669 -0.5735 -4.5469
H -1.1757 -4.8825 -0.0783
H 3.4236 -4.9495 -5.2891
C 2.9479 -3.9854 -5.1432
C 2.2242 -2.2314 -3.6439
H 4.0096 1.8647 0.8522
C -3.9068 -4.9049 -0.5008
C -0.5732 4.7932 1.4295
H -4.0196 3.7326 -0.1725
C 0.2522 0.3077 4.6642
H 4.5043 2.6229 -0.6488
H 2.4701 2.6274 2.9133
C -4.8047 1.7274 -0.0085
H -5.2128 -0.3714 0.1146
C 4.0179 2.8189 0.3096
C -3.4983 -2.4371 -0.2922
C -2.6254 -1.3778 -0.0736
C 2.8323 -3.4677 -3.8621
C 0.5826 4.2406 0.6493
C 1.8162 -1.5035 4.4305
H 2.0424 -2.6431 6.1838
H 3.2082 -4.0024 -3.0003
C 2.8580 -3.6760 3.0709
C -2.9860 -3.7335 -0.2952
H -4.4690 -4.7833 -1.4290
H 1.4709 -1.4762 -6.8662
H -0.5516 -0.3425 4.2947
C 2.6488 3.4007 0.1337
N -2.1376 0.9698 -0.1676
H -4.5521 -2.2802 -0.4764
H 3.2427 -4.5319 2.5224
H 4.6883 3.4796 0.8758
H -1.4148 4.1008 1.5807
C 1.9554 3.6225 -1.0765
H 1.2863 3.8579 3.2905
H 2.8959 -3.6824 0.5477
O 1.7755 -0.2661 2.4132
C -0.8299 -2.7770 0.1218
C 2.7357 -3.7426 4.4427
O -4.8837 -5.0184 0.5331
H 0.5862 0.9389 3.8457
C -6.2379 2.1487 0.1562
Rb 1.0002 0.6353 0.0458
C 2.0180 -1.3560 3.0025
C 2.1926 -2.6368 5.1081
N 2.6222 -2.3552 -1.3127
H -1.0039 5.6912 0.9666
N -1.3191 -1.5470 0.1266
C -1.6298 -3.8987 -0.0809
H -0.2610 5.0911 2.4340
H -6.4757 2.1847 1.2274
H -1.3082 4.7880 -1.2998
C 0.6846 4.1416 -0.7572
H -3.3220 -5.8283 -0.5791
H 2.9503 4.3180 2.9620
C -3.0981 0.0540 -0.0761
C 2.4381 3.3331 -2.4654
H 3.5049 3.0973 -2.4786
O 1.4147 -0.5486 -2.2003

***

97
Properties=species:S:1:pos:R:3 method="wB97M-V/def2-TZVPD" charge=+2 orbital_gap_ev=7.9 e_homo_ev=-13.04
P 1.5205 -1.1980 1.5615
C 4.9381 -1.8275 -0.6362
H -5.0595 -2.5441 -1.8834
C 0.0699 0.5300 -3.8177
N -2.7064 -0.4225 0.6788
H 4.4743 0.6116 -2.6405
H 0.0507 -6.6849 1.9281
C 1.9273 2.8939 -1.0488
H -1.5814 -0.9399 -5.1805
Cl -3.2310 2.6024 -0.0621
Cl -4.2061 5.1195 1.7126
H -2.4931 -1.6139 -1.0043
Cl 1.1210 2.0842 2.6909
H -0.4215 3.4241 -3.0618
F 2.2380 -1.3692 7.5249
C 3.0529 -1.5417 3.9945
H -3.9421 0.0352 3.5696
C -3.7668 -0.2698 1.4865
H -4.4138 -3.7782 -0.7971
C 3.9668 0.0318 1.1822
O 0.0022 -1.5716 -1.0107
H -1.6580 -4.9609 1.4949
C 2.6244 0.8038 -1.5828
F 4.3698 -1.9421 5.8970
H 1.0408 1.0267 -3.7003
C 1.6746 -5.2886 1.9503
C 5.7057 -0.7279 -0.2869
H -1.0096 -2.6001 1.2876
H 4.9253 3.0745 -2.5591
H 5.3212 -2.5582 -1.3327
F 4.1118 -1.8768 3.2572
H -4.7495 1.2368 2.5822
C -2.8883 2.1035 -4.8793
H 3.5920 0.7485 1.9036
C 2.0580 -3.9635 1.8312
H 3.1852 4.5530 -1.5387
C 0.7804 -0.9177 4.2437
H -2.1577 3.3364 -2.6679
H 0.3651 2.7343 -5.1769
C -4.8094 -1.1163 1.0824
C -1.6896 0.1267 -5.3989
C 4.0245 2.6555 -2.1386
H 5.8257 1.0463 0.9068
N -0.4252 0.7980 -5.1369
H 3.0976 -3.6966 1.9531
H -0.8180 2.3573 -6.4518
C -2.7645 4.2662 2.0749
C 1.8497 -1.1852 3.3888
C 3.6835 -2.0053 -0.0781
C -4.3507 -1.8092 -0.0132
H -2.6290 -0.7042 -3.0916
Br 0.5199 4.0169 -0.4204
Lu -0.4605 0.6899 0.3677
C -0.4107 2.9195 2.6062
C -2.6508 0.3865 -3.2123
N -2.7786 0.6772 -4.6112
C 3.0683 3.4812 -1.5718
H 2.4232 -0.2592 -1.5742
H 0.2178 -0.5538 -3.7287
H 3.0924 -2.8690 -0.3532
P -1.0890 1.1262 -2.4322
C 5.2198 0.1999 0.6229
C -0.5772 2.2231 -5.3948
C -1.2102 2.4369 1.5782
H -3.5189 0.7874 -2.6764
C -0.2427 -3.3576 1.4308
Br -0.9291 -0.5390 3.5269
C -2.3671 3.1673 1.3260
H -5.9919 -3.0491 -0.4789
H -2.9898 1.2811 2.7529
N -1.6445 2.7989 -4.5993
C 1.0990 -2.9884 1.5595
C -4.9886 -2.8542 -0.8426
H 0.5035 -1.7542 -1.8178
C 2.1205 -1.3077 6.2122
H -1.9339 0.2487 -6.4558
C -0.7294 4.0112 3.4006
H 2.4182 -6.0397 2.1655
N 1.6978 1.5792 -1.0009
H 6.6876 -0.6000 -0.7152
C 3.2009 -1.0879 0.8523
C 3.7791 1.2882 -2.1709
C 0.9011 -0.9704 5.6250
C -0.6167 -4.6851 1.5638
C 0.3429 -5.6528 1.8181
N -3.0863 -1.3782 -0.2211
H -3.6864 2.5280 -4.2673
C -3.8513 0.6305 2.6626
C -1.3386 2.8422 -3.2005
H -0.1390 -2.4386 -0.5842
Cl -2.3973 6.0184 4.0906
C 3.2018 -1.5963 5.3813
H -3.1343 2.2362 -5.9350
C -1.9411 4.6698 3.1382
F -0.1573 -0.7106 6.3792
Cl 0.3112 4.5560 4.6528
H -5.7719 -1.1941 1.5407

***

Strongest force on any atom values (in Eh/bohr) by entry order: 0.0520 0.0619 0.0204 0.0268.